(1)
C38H68BClN4O4S | ωB97M-V/def2-TZVPD

Structure (XYZ):
```
117
Properties=species:S:1:pos:R:3:forces:R:3
C -8.2867 2.6702 2.7784 0.642 0.363 0.292
C -7.5359 1.4999 1.9763 0.394 0.523 0.254
O -7.9212 1.4250 0.5591 1.783 1.331 -0.487
B -7.0007 2.3003 -0.1163 -1.124 0.596 0.313
O -7.2115 3.7469 -0.0030 1.536 -2.257 0.811
C -5.7431 1.8345 -1.0289 2.770 -1.228 -1.878
C -5.4171 2.7200 -2.2820 1.869 -2.275 0.064
C -4.2825 2.4027 -3.2912 -0.694 -2.833 3.640
C -3.4219 1.1272 -3.0046 -2.394 0.920 2.045
C -3.7175 0.2625 -1.7591 -1.775 2.086 0.628
C -4.8644 0.5654 -0.7180 0.423 2.488 -3.781
N -5.1245 -0.3067 0.4732 2.106 -0.035 -0.898
C -3.8781 -0.6014 1.2172 3.504 -0.543 2.546
C -3.7879 -0.4280 2.7762 3.149 -0.969 -1.180
Cl -5.1915 0.1292 3.8091 1.787 -0.793 -1.346
C -2.4545 -0.7194 3.5551 0.430 -0.769 -3.774
C -1.1803 -1.2381 2.8005 -3.533 0.905 -2.385
C -1.2368 -1.4173 1.2658 -2.222 0.389 1.021
C 0.0040 -1.9018 0.3496 -0.525 1.453 -0.323
C 0.5683 -0.5564 -0.3694 0.078 0.719 0.428
C 1.6994 0.1654 0.5183 -1.135 0.963 -0.227
C 2.3503 1.4404 -0.2356 3.468 0.404 0.228
O 3.6021 1.5566 -0.2526 -3.980 -0.662 -0.021
O 1.5769 2.4601 -0.8507 1.004 -1.948 0.388
C 2.3418 3.1010 -1.9194 0.539 0.241 -1.942
C 1.4292 4.0060 -2.8800 -0.444 0.543 0.182
C -2.5561 -1.0980 0.5180 -0.914 0.977 2.734
S -2.6870 -1.2401 -1.3407 -0.625 1.372 1.109
H -7.4687 3.2665 3.3399 -1.373 -0.876 -0.802
H -9.0270 2.3150 3.5695 0.923 0.275 -1.240
H -8.7940 3.4043 2.0650 0.696 -1.213 0.939
H -6.4042 1.7450 1.9817 -1.694 -0.623 0.344
H -7.6818 0.4522 2.4089 0.196 1.623 -0.579
H -6.3540 4.0626 0.3813 -0.973 0.114 -0.858
H -6.0753 3.6448 -2.4704 1.151 -1.681 0.425
H -4.0580 3.0616 -4.1896 -0.420 -1.042 1.418
H -2.5637 0.8097 -3.7032 -1.542 0.612 1.299
H -5.4749 -1.2381 0.1643 0.045 0.955 0.012
H -2.3459 -0.5739 4.6763 -0.574 -0.146 -1.721
H -0.1989 -1.4650 3.3263 -1.595 0.379 -0.598
H 0.8384 -2.3940 0.9506 -1.291 0.542 -0.697
H -0.3379 -2.5835 -0.5144 0.374 0.817 1.706
H 0.9783 -0.7470 -1.4213 -0.588 0.043 1.506
H -0.3034 0.1932 -0.4552 1.374 -1.241 -0.111
H 2.5136 -0.5840 0.8473 -1.075 1.621 -0.731
H 1.1861 0.6135 1.4545 0.822 -0.868 -1.309
H 3.2048 3.7455 -1.5461 -1.234 -1.118 -0.136
H 2.7814 2.2612 -2.5815 -0.521 1.329 1.251
H 1.5804 3.7435 -3.9888 -0.046 0.317 1.748
H 1.6892 5.1218 -2.7386 -0.390 -1.778 -0.256
H 0.3033 3.9172 -2.6834 1.657 -0.096 -0.073
C 6.5149 4.7242 -7.5401 -0.056 -0.130 0.067
C 6.6412 5.6503 -6.3366 -0.158 -0.019 -0.096
N 5.3858 5.8588 -5.6213 -0.197 0.291 0.123
C 5.4449 6.9561 -4.6571 0.040 0.166 -0.214
C 6.3937 6.8064 -3.4687 -0.016 0.095 0.273
C 4.7037 4.6566 -5.1540 -0.049 -0.194 -0.348
C 5.4675 3.7215 -4.2182 -0.020 -0.137 0.223
H 5.7406 5.0726 -8.2280 0.003 -0.016 0.104
H 7.4611 4.6968 -8.0853 -0.032 0.007 0.057
H 6.2814 3.6985 -7.2421 -0.005 0.069 -0.057
H 6.9907 6.6181 -6.7155 -0.142 0.022 0.252
H 7.4288 5.2710 -5.6750 0.163 -0.055 0.007
H 4.4365 7.1604 -4.2801 0.008 -0.200 -0.089
H 5.7274 7.8662 -5.2011 0.030 -0.167 -0.096
H 6.0021 6.1105 -2.7256 0.109 -0.023 -0.047
H 6.5077 7.7727 -2.9676 -0.007 -0.058 -0.049
H 7.3903 6.4784 -3.7692 -0.054 -0.023 -0.005
H 4.3947 4.0774 -6.0322 0.124 0.103 -0.010
H 3.7581 4.9377 -4.6768 0.168 0.236 -0.026
H 6.4946 3.5436 -4.5476 -0.078 0.048 0.007
H 4.9670 2.7500 -4.1817 0.021 0.022 -0.001
H 5.4917 4.1042 -3.1970 0.127 -0.047 -0.052
C 4.7606 -4.5956 5.3240 0.096 0.083 0.089
C 4.7937 -3.7794 4.0377 -0.103 0.041 0.141
N 4.3866 -2.3884 4.2136 -0.298 0.207 -0.167
C 4.1440 -1.6930 2.9509 -0.120 -0.141 -0.012
C 5.3315 -1.4941 2.0104 0.037 0.184 -0.220
C 5.1242 -1.6229 5.2135 -0.066 -0.192 0.342
C 6.6383 -1.5071 5.0484 0.227 0.154 -0.006
H 3.7777 -4.5460 5.7990 0.066 0.072 -0.035
H 4.9737 -5.6436 5.1015 0.008 0.063 -0.015
H 5.5125 -4.2560 6.0414 -0.083 -0.035 -0.022
H 4.0986 -4.2598 3.3384 0.041 0.274 -0.063
H 5.7912 -3.8583 3.5900 0.118 -0.108 -0.050
H 3.6900 -0.7169 3.1571 0.106 -0.063 0.180
H 3.3707 -2.2491 2.4042 0.058 -0.143 0.140
H 6.0017 -0.7116 2.3679 0.017 -0.100 -0.032
H 4.9708 -1.1757 1.0271 0.037 0.017 0.065
H 5.9051 -2.4109 1.8631 -0.023 0.020 0.058
H 4.9242 -2.0653 6.1964 -0.015 -0.088 -0.144
H 4.6994 -0.6154 5.2857 -0.085 -0.128 -0.237
H 7.1072 -2.4606 4.7911 -0.072 0.055 0.003
H 7.0848 -1.1704 5.9877 -0.027 -0.019 -0.026
H 6.9067 -0.7722 4.2885 0.048 -0.130 -0.010
C -5.4746 -7.6574 2.2769 0.098 0.082 0.092
C -5.4605 -6.8366 0.9932 -0.122 0.048 0.137
N -5.8701 -5.4479 1.1792 -0.235 0.256 -0.147
C -6.1308 -4.7488 -0.0774 -0.176 -0.231 -0.049
C -4.9553 -4.5424 -1.0314 0.050 0.218 -0.164
C -5.1224 -4.6828 2.1727 -0.044 -0.228 0.318
C -3.6107 -4.5605 1.9891 0.220 0.136 -0.006
H -6.4516 -7.6129 2.7643 0.066 0.074 -0.039
H -5.2607 -8.7039 2.0479 0.008 0.061 -0.016
H -4.7148 -7.3176 2.9859 -0.082 -0.032 -0.019
H -6.1627 -7.3168 0.3010 0.040 0.278 -0.059
H -4.4683 -6.9104 0.5326 0.128 -0.109 -0.051
H -6.5857 -3.7750 0.1388 0.070 -0.068 0.189
H -6.9085 -5.3044 -0.6163 0.073 -0.083 0.150
H -4.2835 -3.7589 -0.6779 0.060 -0.106 -0.037
H -5.3292 -4.2210 -2.0087 0.022 -0.016 0.061
H -4.3802 -5.4565 -1.1900 -0.015 0.025 0.053
H -5.3084 -5.1293 3.1566 -0.022 -0.074 -0.139
H -5.5501 -3.6766 2.2538 -0.090 -0.104 -0.220
H -3.1414 -5.5116 1.7226 -0.078 0.039 0.002
H -3.1537 -4.2251 2.9240 -0.018 0.018 -0.033
H -3.3545 -3.8217 1.2285 0.064 -0.098 -0.001
```
Positions in Å, forces in eV/Å.

Calculated values
**Calculated total energy**: -2891.626324 hartree
**Structure (SMILES)**: CCOB(O)c1cccc2c1Nc1c(Cl)ccc(CCCC(=O)OCC)c1S2.CCN(CC)CC.CCN(CC)CC.CCN(CC)CC
**Max |F|**: 4.664 eV/A
**HOMO-LUMO gap**: 7.8 eV
**Total charge**: 0

---

(2)
C16H32O | ωB97M-V/def2-TZVPD

Structure (XYZ):
```
49
Properties=species:S:1:pos:R:3:forces:R:3
C -7.2917 0.1183 1.4384 0.081 0.174 -0.187
C -6.8351 0.5657 0.0548 -0.065 -0.195 -0.045
C -6.3173 -0.5839 -0.8113 0.066 0.035 0.138
C -5.0822 -1.3002 -0.2625 -0.054 0.291 -0.194
C -3.8569 -0.3963 -0.1429 -0.002 -0.460 0.051
C -2.6119 -1.1929 0.2427 0.023 0.340 0.146
C -1.3839 -0.3212 0.5090 -0.041 -0.212 -0.305
C -0.8648 0.3851 -0.7420 0.043 0.212 0.319
C 0.4079 1.1957 -0.4905 -0.041 -0.342 -0.165
C 1.6450 0.3302 -0.2606 -0.024 0.479 0.027
C 2.9073 1.1749 -0.1035 -0.012 -0.513 0.009
C 4.1495 0.3144 0.1172 0.022 0.511 -0.056
C 5.4101 1.1649 0.2614 0.014 -0.375 0.140
C 6.6578 0.3480 0.5919 -0.029 0.137 -0.264
C 7.0909 -0.5724 -0.5458 -0.082 0.325 0.595
C 8.4028 -1.2477 -0.2795 -0.141 -0.261 -0.602
O 9.0770 -1.1158 0.7018 0.111 0.078 0.271
H -7.7457 0.9499 1.9730 -0.044 0.016 0.119
H -8.0274 -0.6792 1.3568 -0.085 -0.108 0.050
H -6.4542 -0.2447 2.0284 0.056 -0.076 0.134
H -7.6802 1.0258 -0.4635 0.057 0.084 -0.004
H -6.0620 1.3292 0.1553 -0.014 0.098 -0.042
H -6.0814 -0.1910 -1.8038 -0.027 -0.060 -0.074
H -7.1184 -1.3180 -0.9307 -0.059 0.009 -0.086
H -5.3098 -1.7360 0.7117 0.027 -0.106 0.048
H -4.8418 -2.1261 -0.9376 0.016 -0.076 0.059
H -3.6943 0.1060 -1.0981 -0.021 0.125 -0.029
H -4.0337 0.3692 0.6146 0.009 0.142 0.009
H -2.3796 -1.9078 -0.5506 -0.005 -0.100 -0.006
H -2.8328 -1.7671 1.1465 -0.028 -0.094 -0.025
H -1.6292 0.4261 1.2676 0.036 0.033 0.096
H -0.5954 -0.9578 0.9145 0.046 0.039 0.095
H -1.6354 1.0627 -1.1138 -0.051 -0.043 -0.096
H -0.6707 -0.3565 -1.5208 -0.040 -0.032 -0.107
H 0.5908 1.8369 -1.3567 0.032 0.090 0.030
H 0.2556 1.8469 0.3734 0.001 0.110 0.019
H 1.7690 -0.3498 -1.1071 -0.002 -0.101 -0.018
H 1.5125 -0.2773 0.6362 0.016 -0.113 0.012
H 2.7829 1.8547 0.7426 0.010 0.098 0.011
H 3.0471 1.7861 -0.9986 -0.002 0.096 -0.014
H 4.2564 -0.3704 -0.7265 -0.013 -0.116 -0.008
H 4.0158 -0.2867 1.0196 0.005 -0.108 0.028
H 5.5764 1.7251 -0.6622 -0.004 0.105 -0.026
H 5.2506 1.8919 1.0608 -0.016 0.085 -0.029
H 6.4792 -0.2517 1.4862 0.064 0.033 0.072
H 7.4834 1.0266 0.8156 0.013 -0.073 0.087
H 6.3510 -1.3563 -0.7262 0.011 -0.062 -0.132
H 7.1926 -0.0108 -1.4795 -0.005 -0.058 -0.116
H 8.7237 -1.9167 -1.1057 0.149 -0.057 0.065
```
Positions in Å, forces in eV/Å.

Calculated values
**Calculated total energy**: -704.083735 hartree
**Structure (SMILES)**: CCCCCCCCCCCCCCCC=O
**Max |F|**: 0.683 eV/A
**HOMO-LUMO gap**: 10.8 eV
**Total charge**: 0

---

(3)
C3H5NOS | ωB97M-V/def2-TZVPD

Structure (XYZ):
```
11
Properties=species:S:1:pos:R:3:forces:R:3
C -0.6564 0.4379 -0.8437 1.083 -1.695 3.422
C -0.6229 -0.9714 -0.1050 -2.737 3.844 2.410
C 0.7672 0.5791 -0.2772 -0.704 -0.449 0.372
N 0.6888 -0.7259 0.4208 1.549 -0.681 -0.120
O 1.9081 0.6255 2.2541 0.327 0.201 0.145
S 0.6516 0.5764 1.5328 0.024 0.176 -0.363
H -0.7166 0.4946 -1.8476 -0.223 -0.117 -3.383
H -1.3894 1.0466 -0.3914 -0.741 1.070 0.394
H -1.3766 -0.9969 0.7381 0.501 0.225 -0.634
H -0.8771 -1.8111 -0.5907 0.256 -3.183 -2.287
H 1.6233 0.7452 -0.8901 0.666 0.608 0.044
```
Positions in Å, forces in eV/Å.

Calculated values
**Calculated total energy**: -645.368878 hartree
**Max |F|**: 5.299 eV/A
**HOMO-LUMO gap**: 10.3 eV
**Total charge**: 0